(1)
{"formula": "C2H6ClOPS", "method": "ωB97M-V/def2-TZVPD", "max_force_ev_per_a": 3.5, "homo_ev": [-7.64, -7.79], "spin_multiplicity": 1, "relative_energy_kcal_mol": 69.8, "orbital_gap_ev": [6.686, 7.294], "species": ["C", "C", "O", "P", "S", "Cl", "H", "H", "H", "H", "H", "H"], "xyz": [[0.80426, 1.18479, -0.61409], [0.16082, 0.87597, 0.77417], [0.96058, -2.53031, 0.73075], [-2.32194, 0.14070, -1.06760], [-1.29588, 0.19530, 0.76397], [-3.95802, -0.56258, -0.20059], [1.47218, 2.03005, -0.62434], [1.37491, 0.35643, -0.83720], [0.00113, 1.18915, -1.35586], [0.67689, 1.20321, 1.64301], [1.75939, -2.35587, 0.17724], [0.36569, -1.72685, 0.61054]], "atomic_forces_ev_per_a": [[-1.953, 0.535, 1.964], [1.188, 1.004, -3.151], [-0.140, 1.551, -0.797], [1.921, 0.475, -0.253], [-1.315, -0.150, 0.832], [-1.549, -0.651, 0.577], [-0.155, 0.513, -0.026], [1.498, -2.013, -0.714], [0.293, 0.639, -0.110], [-0.009, -0.254, 0.875], [-1.058, -0.116, 0.643], [1.279, -1.533, 0.158]], "nbo_charge": [-0.642, -0.465, -0.944, 0.191, 0.285, -0.272, 0.230, 0.221, 0.215, 0.242, 0.468, 0.469]}

=====

(2)
{"formula": "C5H14NS2", "method": "ωB97M-V/def2-TZVPD", "max_force_ev_per_a": 1.1, "homo_ev": -13.01, "spin_multiplicity": 1, "relative_energy_kcal_mol": 92.2, "total_charge": 1, "orbital_gap_ev": 4.706, "species": ["N", "C", "C", "S", "S", "C", "C", "C", "H", "H", "H", "H", "H", "H", "H", "H", "H", "H", "H", "H", "H", "H"], "xyz": [[2.85910, 2.27962, -0.59140], [3.33475, -1.04268, 0.39267], [3.40002, -2.30625, 0.75896], [0.01898, 0.33388, 0.73755], [-0.43089, -0.95937, -0.52148], [-2.22626, -1.10083, -0.45618], [-2.99253, 0.20990, -0.76696], [-3.49620, 0.91050, 0.47951], [2.87707, 3.15203, -1.10528], [3.14835, 2.52686, 0.35227], [1.88802, 2.00824, -0.53556], [2.56132, -0.60077, -0.24335], [4.14535, -0.34925, 0.58603], [4.28545, -2.70563, 1.25169], [2.57483, -3.00081, 0.65674], [-2.43779, -1.83318, -1.21989], [-2.44297, -1.56308, 0.51111], [-2.31896, 0.85695, -1.30446], [-3.82774, -0.06949, -1.38685], [-2.71215, 1.05862, 1.21264], [-4.26481, 0.31720, 0.96390], [-3.94293, 1.87754, 0.22834]], "atomic_forces_ev_per_a": [[0.116, 0.160, 0.233], [0.192, 0.703, -0.654], [-0.022, -0.394, 0.523], [0.301, -0.020, 0.071], [-0.315, 0.383, 0.257], [-0.072, -0.281, -0.238], [0.435, -0.275, 0.922], [-0.283, 0.153, 0.085], [0.047, 0.025, -0.186], [0.006, -0.137, -0.059], [-0.156, 0.006, -0.008], [-0.002, -0.330, 0.428], [0.089, -0.122, -0.052], [-0.243, 0.163, 0.056], [0.044, -0.063, -0.355], [-0.005, -0.434, -0.278], [-0.121, 0.181, 0.048], [0.026, 0.338, -0.534], [-0.167, 0.015, -0.441], [0.138, 0.204, 0.073], [-0.159, -0.125, 0.067], [0.150, -0.148, 0.040]], "nbo_charge": [-1.049, -0.396, -0.371, 0.248, 0.673, -0.593, -0.398, -0.613, 0.371, 0.364, 0.324, 0.164, 0.212, 0.214, 0.182, 0.262, 0.274, 0.210, 0.247, 0.206, 0.225, 0.243]}

=====

(3)
{"formula": "C19H24As2CsN2", "method": "ωB97M-V/def2-TZVPD", "max_force_ev_per_a": 0.6, "homo_ev": -10.85, "spin_multiplicity": 1, "relative_energy_kcal_mol": 3.9, "total_charge": 1, "orbital_gap_ev": 8.275, "species": ["Cs", "N", "C", "C", "C", "C", "C", "C", "C", "C", "N", "C", "H", "H", "H", "H", "H", "H", "H", "H", "C", "As", "C", "C", "C", "C", "C", "C", "C", "As", "C", "C", "H", "H", "H", "H", "H", "H", "H", "H", "H", "H", "H", "H", "H", "H", "H", "H"], "xyz": [[-0.08857, -0.98124, -0.55032], [-2.74812, -2.82645, -0.48033], [-2.53434, -4.13275, 0.00591], [-3.20908, -5.21883, -0.47991], [-2.94410, -6.51793, 0.00521], [-2.02998, -6.72576, 0.99215], [-1.32132, -5.62087, 1.52670], [-0.38704, -5.76149, 2.57836], [0.26148, -4.66253, 3.05523], [-0.00777, -3.41309, 2.45667], [-0.86193, -3.23452, 1.48152], [-1.54835, -4.32575, 1.02239], [-3.62448, -2.77580, -0.98669], [-2.79392, -2.16558, 0.28922], [-3.97082, -5.09373, -1.23973], [-3.49944, -7.34607, -0.41301], [-1.83523, -7.71450, 1.38369], [-0.20299, -6.74373, 2.99385], [0.97246, -4.72144, 3.86597], [0.52598, -2.53630, 2.81455], [3.85741, 1.86898, 0.08212], [1.93155, 1.73083, 0.41372], [1.98207, 1.92633, 2.36209], [1.41203, 3.54404, -0.08593], [2.08818, 4.62610, 0.46583], [1.72886, 5.92569, 0.14689], [0.68626, 6.14560, -0.73633], [0.01371, 5.07216, -1.30170], [0.36749, 3.76171, -0.98890], [-0.60097, 2.24512, -1.78493], [-1.89552, 3.22369, -2.87369], [0.64995, 1.80308, -3.23810], [4.24121, 2.75705, 0.58387], [4.03906, 1.95877, -0.98797], [4.37405, 0.98970, 0.46462], [2.60767, 2.77858, 2.62533], [2.41385, 1.02327, 2.79378], [0.98221, 2.08015, 2.76471], [2.90749, 4.47727, 1.15962], [2.25743, 6.76087, 0.58659], [0.39391, 7.15539, -0.99241], [-0.79075, 5.29148, -1.98948], [-1.38921, 3.91659, -3.54469], [-2.58239, 3.76333, -2.22296], [-2.46743, 2.51200, -3.46849], [0.92999, 2.72682, -3.74390], [0.15160, 1.13309, -3.93983], [1.55787, 1.32069, -2.87130]], "atomic_forces_ev_per_a": [[-0.076, -0.541, -0.132], [-0.260, 0.163, 0.077], [0.192, -0.103, 0.135], [0.039, -0.076, 0.018], [-0.067, 0.023, -0.069], [0.066, 0.116, 0.039], [-0.062, -0.183, 0.024], [0.021, 0.034, -0.017], [-0.020, 0.134, -0.062], [0.124, -0.130, 0.122], [-0.217, -0.031, -0.065], [0.021, 0.159, -0.045], [0.087, 0.027, -0.062], [-0.009, -0.102, 0.015], [0.014, 0.071, -0.024], [0.011, -0.037, 0.019], [-0.013, -0.034, -0.001], [-0.003, -0.025, 0.010], [0.021, -0.037, 0.013], [-0.046, 0.026, -0.021], [-0.073, 0.121, 0.057], [0.270, 0.125, 0.091], [0.100, 0.068, -0.068], [0.013, -0.119, 0.038], [0.014, 0.142, 0.019], [0.014, 0.005, 0.007], [-0.024, 0.019, -0.027], [0.026, 0.112, 0.015], [-0.088, -0.026, -0.118], [-0.047, 0.354, 0.023], [0.048, -0.061, -0.012], [0.024, 0.121, 0.033], [0.077, -0.055, -0.042], [0.000, -0.021, 0.018], [-0.043, -0.011, -0.009], [-0.025, -0.036, 0.073], [-0.020, 0.020, 0.021], [-0.003, -0.024, -0.045], [-0.026, -0.072, -0.009], [0.013, -0.006, 0.008], [-0.006, 0.003, 0.001], [-0.013, -0.087, -0.003], [-0.062, 0.006, -0.001], [0.004, 0.003, -0.049], [0.025, -0.016, 0.038], [0.019, -0.081, -0.076], [0.019, 0.040, -0.032], [-0.061, 0.021, 0.073]], "nbo_charge": [0.954, -0.853, 0.238, -0.273, -0.171, -0.207, -0.074, -0.103, -0.266, 0.060, -0.495, 0.080, 0.383, 0.375, 0.218, 0.228, 0.225, 0.228, 0.234, 0.186, -0.931, 0.774, -0.934, -0.239, -0.232, -0.197, -0.187, -0.216, -0.366, 0.800, -0.946, -0.946, 0.224, 0.236, 0.233, 0.227, 0.229, 0.236, 0.208, 0.226, 0.225, 0.217, 0.227, 0.240, 0.238, 0.239, 0.228, 0.222]}

=====

(4)
{"formula": "C2H4FNO", "method": "ωB97M-V/def2-TZVPD", "max_force_ev_per_a": 4.5, "homo_ev": -9.16, "spin_multiplicity": 1, "relative_energy_kcal_mol": 37.9, "orbital_gap_ev": 9.985, "species": ["C", "C", "N", "O", "F", "H", "H", "H", "H"], "xyz": [[0.50456, -0.50195, -0.53617], [-0.41818, -0.36254, 1.18917], [0.21348, 0.62650, -1.20007], [0.96756, -1.56138, -0.84520], [-0.20328, 0.99461, 1.46150], [-1.46330, -0.48370, 0.85900], [0.07015, -1.01230, 1.96820], [-0.09069, 1.45126, -0.76886], [0.41969, 0.84949, -2.12757]], "atomic_forces_ev_per_a": [[-2.453, -1.001, 3.683], [2.493, 0.668, -3.399], [0.182, -0.398, 0.179], [0.248, 0.819, -0.590], [-0.419, -0.425, 0.559], [0.463, -0.328, 0.754], [-0.836, 0.658, -0.982], [-0.534, 0.642, 1.557], [0.855, -0.635, -1.760]], "nbo_charge": [0.695, -0.062, -0.834, -0.578, -0.391, 0.177, 0.192, 0.407, 0.395]}

=====

(5)
{"formula": "C3H5N3OS", "method": "ωB97M-V/def2-TZVPD", "max_force_ev_per_a": 3.8, "homo_ev": [-7.80, -7.68], "spin_multiplicity": 1, "relative_energy_kcal_mol": 97.5, "orbital_gap_ev": [7.267, 7.159], "species": ["C", "C", "C", "N", "N", "N", "O", "S", "H", "H", "H", "H", "H"], "xyz": [[-1.19793, 0.65782, 0.38669], [-0.63887, 1.79973, -0.12133], [-0.28142, -0.47068, 0.32275], [0.70238, 1.74399, -0.32321], [1.11159, 0.52541, -0.15280], [-0.62573, -1.57337, -0.41496], [2.71645, -1.39147, 0.06593], [2.67382, 0.08373, 0.06925], [-2.17187, 0.51473, 0.71894], [-0.97701, 2.81404, -0.28618], [0.02419, -0.91490, 1.36601], [-0.07480, -2.36290, -0.48642], [-1.26081, -1.42612, -1.14468]], "atomic_forces_ev_per_a": [[0.841, 1.309, -1.389], [0.098, -0.190, 1.022], [2.345, -1.330, 2.674], [1.079, -0.042, -0.676], [-1.610, -1.303, 0.575], [-1.134, 1.809, 0.222], [-0.161, -0.162, 0.079], [0.050, 0.257, -0.172], [-1.590, -0.102, 0.245], [-0.829, -0.315, 0.222], [0.173, 1.388, -1.726], [1.413, -1.517, 0.201], [-0.675, 0.199, -1.277]], "nbo_charge": [-0.340, -0.026, 0.118, -0.259, -0.406, -0.793, -0.904, 1.153, 0.232, 0.223, 0.222, 0.401, 0.378]}

=====

(6)
{"formula": "H25O16S", "method": "ωB97M-V/def2-TZVPD", "max_force_ev_per_a": 8.7, "homo_ev": -6.99, "spin_multiplicity": 1, "relative_energy_kcal_mol": 5.6, "total_charge": -1, "orbital_gap_ev": 7.780, "species": ["O", "H", "H", "H", "S", "O", "O", "O", "O", "O", "H", "H", "O", "H", "H", "O", "H", "H", "O", "H", "H", "O", "H", "H", "O", "H", "H", "O", "H", "H", "O", "H", "H", "O", "H", "H", "O", "H", "H", "O", "H", "H"], "xyz": [[-3.94741, 1.17083, -0.17803], [-4.03791, 1.29629, 0.78696], [-3.09472, 1.01743, -0.41931], [-4.35164, 0.20166, -0.16134], [-0.31966, 0.07159, -0.06038], [-0.27534, -1.33275, 0.25290], [0.76315, 0.32839, -1.05802], [-1.60913, 0.33930, -0.66993], [-0.13547, 0.76350, 1.18388], [0.57425, -0.77575, -3.34076], [0.90718, -0.15146, -4.13651], [0.54561, -0.43684, -2.50878], [1.03443, 3.05547, 1.92695], [0.54042, 2.25472, 1.61068], [1.55379, 3.50124, 1.25096], [0.67418, 2.74664, -1.88677], [0.60015, 1.77341, -1.64394], [1.53157, 2.97920, -1.34459], [-2.19228, 1.86745, 2.18740], [-2.27911, 1.54305, 3.07413], [-1.45619, 1.41491, 1.82149], [1.77697, 0.14870, 2.98679], [1.62312, -0.70252, 3.31030], [1.27897, 0.47136, 2.23994], [-1.95238, -2.95318, -0.58311], [-2.83003, -2.49659, -0.53035], [-1.27661, -2.18517, -0.32464], [3.55600, -0.38987, 1.11388], [3.03460, -0.24531, 1.85781], [3.23930, 0.02890, 0.33732], [1.79954, -2.93358, 0.05742], [2.53149, -2.46255, 0.22928], [0.95748, -2.32909, -0.01377], [3.29047, 0.73022, -1.45889], [3.72777, 0.08574, -2.00319], [2.36996, 0.52857, -1.38340], [-0.76591, -2.69871, 2.36985], [-1.03734, -3.57910, 2.07927], [-0.55621, -2.02009, 1.57309], [-2.31348, -0.10278, -3.09158], [-1.53574, -0.65669, -3.29695], [-1.94384, 0.13347, -2.15606]], "atomic_forces_ev_per_a": [[-8.059, -2.498, 2.031], [1.234, 1.195, 0.568], [6.881, -0.862, -1.367], [0.924, 2.193, -1.050], [2.214, -0.139, -1.810], [0.363, -1.499, 0.263], [-1.475, -0.081, 1.732], [-1.709, 1.265, 0.287], [0.237, 1.403, 0.852], [0.874, -1.035, -7.960], [-1.279, -1.798, 3.744], [0.485, 2.468, 3.421], [-0.391, -0.209, 0.559], [0.983, 1.412, -0.341], [-0.373, -0.603, -0.229], [2.452, 0.117, 1.843], [0.044, 1.457, -0.529], [-2.468, -0.556, -1.749], [-2.755, 1.171, 0.104], [0.040, -0.186, 0.698], [1.641, -0.854, -0.657], [1.724, 2.473, 0.870], [-1.170, -2.003, 0.018], [-0.818, -0.740, -0.064], [-0.418, 1.923, 0.394], [1.198, -0.749, -0.190], [-1.809, -2.238, -0.785], [2.864, -1.821, -1.208], [-1.671, 0.773, 1.917], [-0.462, 0.886, -0.983], [-5.989, -2.097, -1.434], [3.826, 3.158, 1.085], [2.993, -1.487, 0.314], [1.521, 1.124, 0.246], [-0.066, -0.489, -0.265], [-0.991, -0.562, -0.222], [0.340, 1.829, -0.714], [0.247, 0.663, -0.627], [-0.771, -2.857, 2.282], [1.225, 0.089, 1.937], [-0.371, -0.026, -0.738], [-1.267, -0.207, -2.245]], "nbo_charge": [-0.728, 0.563, 0.559, 0.549, 2.742, -1.054, -1.068, -1.104, -1.065, -0.986, 0.485, 0.483, -0.988, 0.494, 0.468, -0.989, 0.482, 0.454, -0.995, 0.472, 0.493, -0.977, 0.487, 0.503, -0.992, 0.430, 0.486, -1.003, 0.479, 0.479, -0.996, 0.467, 0.491, -0.976, 0.474, 0.495, -1.036, 0.475, 0.504, -1.022, 0.488, 0.475]}

=====

Number 1: calculated total energy -1354.71243 Ha. Number 2: calculated total energy -1049.66484 Ha. Number 3: calculated total energy -5339.42839 Ha. Number 4: calculated total energy -308.42257 Ha. Number 5: calculated total energy -754.88367 Ha. Number 6: calculated total energy -1617.01640 Ha.